Version i
Here is C6H9NS in the gas phase from OMol25. Energies are from ωB97M-V/def2-TZVPD.

## Properties
SMILES: S=C1[C@@H]2CCN[C@H]1C2
2S+1: 1
HOMO level (Eh): -0.309

Cartesian coordinates (Å):
S 2.6136 1.3972 -1.1473
C 1.4379 0.5167 -0.4843
C 0.5357 -0.5917 -0.9655
C -0.9128 0.1047 -1.1221
C -1.4993 0.5081 0.2752
N -0.3892 1.0642 1.2073
C 0.9310 0.2993 0.9493
C 0.6532 -1.1871 0.3987
H 0.8079 -1.0782 -1.9476
H -1.5402 -0.5865 -1.6243
H -0.6611 0.9437 -1.8155
H -2.2323 1.2744 0.1860
H -1.9645 -0.3863 0.7621
H -0.6659 0.7011 2.2246
H 1.6277 0.4893 1.7210
H 1.5319 -1.7650 0.6538
H -0.2737 -1.7038 0.7284

Mulliken atomic charge list, values in e, 5 entries: -0.298, -0.206, 0.053, -0.667, -0.684


Version ii
Here is C6H9NS in the gas phase from OMol25. Energies are from ωB97M-V/def2-TZVPD.

## Properties
SMILES: C=S1(=C)CC=CC=N1
2S+1: 1
HOMO level (alpha / beta) (Eh): -0.280 / -0.280

Cartesian coordinates (Å):
C 0.3776 -0.7859 2.0784
S 0.6622 -0.5189 0.4633
C 2.1623 -1.1293 0.0994
C 0.5133 1.2157 -0.4773
C -0.8718 1.5428 -0.9143
C -1.8869 0.6104 -0.9043
C -1.6362 -0.7647 -0.6510
N -0.6342 -1.3273 -0.1360
H -0.5065 -0.4045 2.4375
H 1.2466 -0.5438 2.8241
H 2.5818 -0.6715 -0.8829
H 2.2552 -2.1083 0.4223
H 1.1928 0.8707 -1.2861
H 0.9198 2.0731 0.0496
H -1.1484 2.6075 -0.8727
H -2.8259 0.9042 -1.4548
H -2.4016 -1.5701 -0.7953

Mulliken atomic charge list, values in e, 5 entries: -0.874, 0.666, -0.979, -0.615, -0.259


Which structure wins on stability? version i wins.


Version i
Here is a 2-piece molecular cluster, C6H9NS overall from OMol25. Energies are from ωB97M-V/def2-TZVPD.

## Properties
2S+1: 1
HOMO level (alpha / beta) (Eh): -0.308 / -0.309

Cartesian coordinates (Å):
C 0.5432 2.4803 -0.0791
C 0.2845 1.2931 -0.7102
C -0.7778 0.3982 -0.2348
C 2.5016 0.4836 -1.0171
C -0.3960 -1.0970 0.1215
C -2.0223 0.9726 0.5582
N 0.7204 3.4557 0.5036
S -0.7213 0.8320 -2.0156
H 3.0063 1.1920 -0.3319
H 2.7755 0.6766 -2.0322
H 2.0948 -0.4420 -0.5786
H 0.3777 -1.3349 -0.5770
H -1.1709 -1.8595 0.1290
H 0.0217 -0.9959 1.0956
H -2.2643 0.4136 1.5110
H -2.8121 1.0950 -0.1212
H -1.8124 1.8726 0.9395

Mulliken atomic charge list, values in e, 5 entries: 0.279, -0.336, 1.036, -0.688, -1.424


Version ii
Here is C6H9NS in the gas phase from OMol25. Energies are from ωB97M-V/def2-TZVPD.

## Properties
SMILES: NC[C@H]1[C@H]2C=CS[C@H]21
2S+1: 1
HOMO level (Eh): -0.291

Cartesian coordinates (Å):
N 2.1118 0.2803 -0.6241
C 1.1589 -0.8101 -0.6216
C 0.4661 -0.7722 0.6767
C -0.4963 0.3433 1.1645
C -1.0518 1.3972 0.2738
C -1.8277 0.9467 -0.7541
S -2.0753 -0.8685 -0.6587
C -1.0337 -0.9844 0.7934
H 1.6423 1.1367 -0.7051
H 2.8041 0.2248 -1.4490
H 0.4812 -0.7544 -1.4872
H 1.6654 -1.7560 -0.8190
H 1.0763 -1.1896 1.4685
H -0.4467 0.6285 2.2073
H -0.8266 2.4143 0.4950
H -2.4139 1.6139 -1.3834
H -1.2342 -1.8504 1.4231

Mulliken atomic charge list, values in e, 5 entries: -0.676, -0.472, -0.393, -0.176, -0.705


Version iii
Here is C6H9NS in the gas phase from OMol25. Energies are from ωB97M-V/def2-TZVPD.

## Properties
SMILES: C=C1CN[C@@H]2C[C@H]2S1
2S+1: 1
HOMO level (Eh): -0.304

Cartesian coordinates (Å):
C -2.5166 0.6096 0.0911
C -1.2313 0.3387 0.3246
C -0.8005 -0.9746 1.0169
N 0.2034 -1.8242 0.2733
C 0.8202 -0.9361 -0.6802
C 2.2219 -0.4809 -0.9488
C 1.3169 0.2987 0.0021
S 0.0504 1.5463 -0.0556
H -3.2876 -0.0953 0.3529
H -2.8019 1.5578 -0.3590
H -0.3467 -0.6934 1.9993
H -1.6678 -1.6079 1.2474
H -0.2607 -2.5910 -0.1852
H 0.1711 -0.7042 -1.5410
H 2.3759 -0.1421 -1.9448
H 3.0846 -0.9188 -0.4562
H 1.6382 0.0918 1.0286

Mulliken atomic charge list, values in e, 5 entries: -0.877, 0.649, -0.856, -0.472, -0.110


Which structure wins on stability? version ii wins.


Version i
Here is C3H7N2OS as an isolated structure from OMol25. Energies are from ωB97M-V/def2-TZVPD.

## Properties
Net charge: +1
2S+1: 1
HOMO level (Eh): -0.480

Cartesian coordinates (Å):
C -0.8240 0.1133 -0.1901
C -0.0973 -1.0493 -0.3349
C 1.6757 0.2499 0.2308
N -2.1006 0.6425 -0.2759
N 0.5562 0.9773 0.7361
O 1.1872 -1.0704 -0.0749
S -0.8794 -2.3963 -1.0057
H 2.0572 0.6321 -0.7086
H 2.3559 0.0073 1.1210
H -2.7924 0.4111 0.4536
H -2.1877 1.6419 -0.5669
H 0.6613 1.9099 0.7247
H 0.3731 0.8213 1.7503
H 0.0149 -2.8907 -1.8595

Mulliken atomic charge list, values in e, 5 entries: 0.050, 0.532, -0.239, -0.433, -0.318


Version ii
Here is a 2-piece molecular cluster, C3H7N2OS overall from OMol25. Energies are from ωB97M-V/def2-TZVPD.

## Properties
Net charge: +1
2S+1: 1
HOMO level (Eh): -0.508

Cartesian coordinates (Å):
C -1.9855 -0.1426 0.0528
C -0.2729 -1.9423 0.2866
C -2.1682 1.3113 -0.0360
N -0.8230 -0.7262 0.0152
N 3.3684 0.2093 -0.1781
O -0.3925 -3.0495 0.5029
S 0.9842 -0.6726 0.0758
H -2.8236 -0.7792 0.0161
H -2.0879 1.6540 -1.0363
H -3.1426 1.5187 0.3853
H -1.4757 1.6875 0.6948
H 3.0524 1.0894 -0.0397
H 3.7211 0.0697 -1.2135
H 4.0459 -0.2276 0.4743

Mulliken atomic charge list, values in e, 5 entries: 0.248, 0.326, -1.040, 0.030, -0.773


Which structure wins on stability? version i wins.


Version i
Here is an isolated ion of composition C5H11NO and charge -1 from OMol25. Energies are from ωB97M-V/def2-TZVPD.

## Properties
Net charge: -1
2S+1: 2
HOMO level (alpha / beta) (Eh): 0.043 / -0.209

Cartesian coordinates (Å):
C -1.9712 1.1956 0.3449
N -1.6529 -0.1884 0.8832
C -0.5162 -0.9046 0.4121
C 0.7154 -0.1001 0.1386
C 2.0231 -0.8973 0.4843
C 0.7538 0.2985 -1.3724
O -0.6844 -2.1068 0.4758
H -2.4847 1.3411 -0.5609
H -0.8836 1.8695 0.1668
H -2.3878 1.9158 1.0381
H -2.4725 -0.8334 1.0626
H 0.4952 0.8118 0.9028
H 1.8080 -2.0189 0.3845
H 2.5889 -0.7560 -0.4185
H 2.3554 -0.4807 1.4201
H 1.8376 0.3948 -1.6450
H 0.1603 1.0564 -1.8206
H 0.3157 -0.5972 -1.8963

Mulliken atomic charge list, values in e, 5 entries: -3.236, 0.638, -0.385, 0.579, -1.224


Version ii
Here is a 2-piece molecular cluster, C5H11NO overall from OMol25. Energies are from ωB97M-V/def2-TZVPD.

## Properties
Net charge: -1
2S+1: 2
HOMO level (alpha / beta) (Eh): 0.027 / -0.068

Cartesian coordinates (Å):
C 0.7283 -2.1451 0.0703
N -0.0124 -0.2481 1.8943
C -0.9005 -0.5415 0.8186
C -0.4458 -1.2999 -0.1976
C -0.9506 -1.2258 -1.5479
C -1.6786 -0.2706 -2.1528
H 1.7455 -1.7997 0.0272
H 0.7054 -2.2591 1.2175
H 0.6798 -3.1127 -0.4990
H -0.6034 -0.1032 2.8067
H 0.9432 -0.3814 1.7365
H -1.9502 -0.2853 0.9854
H -0.7229 -2.0642 -2.2473
H -1.3485 0.7416 -1.8150
H -2.5005 -0.5437 -2.7773
H 2.2917 5.1025 -0.0683
H 2.8495 3.8184 0.2810
O 2.1851 4.4401 0.6437

Mulliken atomic charge list, values in e, 5 entries: -1.529, -0.423, -0.842, 0.757, -0.575


Which structure wins on stability? version i wins.


Version i
Here is an isolated ion of composition C5H11NO and charge -1 from OMol25. Energies are from ωB97M-V/def2-TZVPD.

## Properties
Net charge: -1
2S+1: 2
HOMO level (alpha / beta) (Eh): 0.016 / -0.124

Cartesian coordinates (Å):
O 3.3824 -0.5130 -1.0430
C 2.4208 0.0516 -0.4963
C 1.1764 -0.5676 0.0514
C 0.3010 0.4021 0.9711
C -0.9979 1.0964 0.5708
C -1.6319 0.2392 -0.6350
N -1.8542 -1.2139 -0.3791
H 2.6292 1.0683 -0.0934
H 0.6656 -1.0355 -0.8265
H 1.3315 -1.4829 0.7392
H 1.0873 1.1708 1.1888
H 0.0458 -0.2257 1.8641
H -0.5639 2.1091 0.1201
H -1.8738 1.2928 1.2720
H -0.7179 0.2531 -1.3431
H -2.5274 0.6513 -1.2056
H -1.5599 -1.7554 -1.1946
H -1.3129 -1.5406 0.4391

Mulliken atomic charge list, values in e, 5 entries: -0.605, -0.338, -0.487, -0.469, -0.556


Version ii
Here is an isolated ion of composition C5H11NO and charge -1 from OMol25. Energies are from ωB97M-V/def2-TZVPD.

## Properties
Net charge: -1
2S+1: 2
HOMO level (alpha / beta) (Eh): 0.030 / -0.125

Cartesian coordinates (Å):
C -1.5112 -1.7477 0.4603
O -0.5979 -2.5767 1.2509
C -0.9560 -0.3651 0.0777
C 0.4724 -0.1042 0.5097
C 0.8670 1.3764 0.2340
C 1.3393 1.7964 -2.0114
N 0.4370 1.8693 -1.0199
H -2.4213 -1.6486 1.0356
H -1.7030 -2.3455 -0.4119
H -0.9225 -2.5446 2.1673
H -1.6198 0.4015 0.4955
H -1.0802 -0.2345 -0.9847
H 1.1576 -0.7550 -0.0089
H 0.5567 -0.2362 1.5946
H 1.9801 1.4459 0.3271
H 0.5107 1.9806 1.0916
H 1.1086 2.1852 -2.9934
H 2.3824 1.5027 -1.8142

Mulliken atomic charge list, values in e, 5 entries: -0.509, -0.511, -0.560, -0.416, -0.952


Which structure wins on stability? version ii wins.


Version i
Here is a 2-piece molecular cluster, C5H11NO overall from OMol25. Energies are from ωB97M-V/def2-TZVPD.

## Properties
Net charge: -1
2S+1: 2
HOMO level (alpha / beta) (Eh): -0.113 / -0.113

Cartesian coordinates (Å):
C 0.1252 1.9703 -0.0891
C 1.1543 0.9350 -0.3203
C 1.4009 -0.1838 0.6214
C 0.7588 -1.3995 0.2327
N -0.4202 -1.3304 -0.8344
C -0.6530 -1.8221 0.6042
H 0.3300 2.3772 0.9378
H 0.1851 2.7121 -0.8971
H -0.9060 1.6208 -0.0441
H 0.9107 0.5189 -1.2761
H 2.1038 1.4798 -0.4321
H 2.2778 -0.2461 1.2266
H 1.3673 -2.2694 0.3773
H -1.2322 -1.2368 1.3612
H -0.9013 -2.8940 0.4313
H -3.0803 0.0671 -0.8664
H -1.0052 -0.4648 -0.8553
O -2.4155 0.1655 -0.1776

Mulliken atomic charge list, values in e, 5 entries: -0.890, -0.479, -0.865, 0.140, -0.763


Version ii
Here is an isolated ion of composition C5H11NO and charge -1 from OMol25. Energies are from ωB97M-V/def2-TZVPD.

## Properties
Net charge: -1
2S+1: 2
HOMO level (alpha / beta) (Eh): 0.056 / -0.185

Cartesian coordinates (Å):
C 1.1802 1.2891 1.5042
C 0.5165 1.4926 0.1440
C 0.5871 0.3548 -0.9296
C 0.3876 -0.8862 -0.1611
N -0.8668 -1.2804 0.1754
C -1.9205 -1.3915 -0.8007
O 1.4198 -1.5736 0.1235
H 1.3097 2.2122 2.0684
H 0.6635 0.5620 2.1808
H 2.1005 0.7305 1.2712
H 0.9934 2.3528 -0.3916
H -0.5356 1.8019 0.2436
H -0.2161 0.5549 -1.6605
H 1.5925 0.3072 -1.3503
H -0.8221 -2.1392 0.7354
H -1.4448 -1.3996 -1.8418
H -2.3503 -2.3944 -0.6987
H -2.5947 -0.5932 -0.6121

Mulliken atomic charge list, values in e, 5 entries: -1.289, -1.621, -1.394, -0.077, 0.061


Version iii
Here is a 2-piece molecular cluster, C5H11NO overall from OMol25. Energies are from ωB97M-V/def2-TZVPD.

## Properties
Net charge: -1
2S+1: 2
HOMO level (alpha / beta) (Eh): -0.001 / -0.025

Cartesian coordinates (Å):
C -1.0905 0.2581 -1.6137
N -0.8403 1.3850 1.2581
C 0.1256 1.3980 0.2271
C 0.1451 0.4974 -0.7894
C 1.3462 -0.3739 -0.8159
C 2.2863 -0.3535 0.2230
H -2.0720 0.4271 -1.1518
H -0.9637 0.9977 -2.5253
H -1.0682 -0.7480 -2.0180
H -1.4718 0.5001 1.1885
H -0.3417 1.3736 2.1729
H 0.9638 2.0987 0.3095
H 1.3952 -1.1729 -1.6127
H 2.7498 0.6511 0.4785
H 2.7658 -1.1846 0.7281
H -0.7545 -2.3408 1.6928
H -2.0651 -1.8285 1.0225
O -1.1100 -1.5845 1.2258

Mulliken atomic charge list, values in e, 5 entries: -1.162, -0.641, -0.681, 0.563, -0.794


Version iv
Here is a 2-piece molecular cluster, C5H11NO overall from OMol25. Energies are from ωB97M-V/def2-TZVPD.

## Properties
Net charge: -1
2S+1: 2
HOMO level (alpha / beta) (Eh): 0.001 / -0.069

Cartesian coordinates (Å):
N 1.4885 -0.7482 -0.3241
C 0.1527 -0.9081 0.3268
C -0.8443 0.0026 0.0516
C -0.6714 1.0354 -0.9242
C -1.6134 1.9376 -1.4666
C -0.0631 -2.2495 0.9724
H 2.0546 -1.4281 0.1739
H 1.4299 -1.1098 -1.2794
H -1.8502 -0.3038 0.3357
H 0.3711 1.1381 -1.2113
H -1.6414 2.2023 -2.5153
H -2.3791 2.3707 -0.8165
H 0.4239 -2.2419 1.9595
H -1.1556 -2.3571 1.1324
H 0.2434 -3.0835 0.3319
H 1.8333 1.8343 0.4927
H 0.7304 2.2554 1.3807
O 1.4905 1.6538 1.3797

Mulliken atomic charge list, values in e, 5 entries: -0.606, 0.650, -0.608, -0.497, -0.854


Which structure wins on stability? version ii wins.